a:
The following is a quantum chemistry calculation of a cluster of 2 separate species, C2H7N3O2 in total, from OMol25.

Properties
Total charge: 0
Molar mass (Da): 105.10
HOMO energy (alpha / beta) (hartree): -0.2697 / -0.2787
Kohn-Sham gap (alpha / beta) (eV): 7.386 / 8.422

Last columns: bonded neighbours and bond lengths (Å).
Geometry (Å):
1 N 0.97541 1.41815 0.95250  H4 1.016, N7 1.324
2 C -1.02547 0.14370 -0.64366  O3 1.202, C5 1.479, O9 1.388
3 O -0.31006 0.24025 -1.60455  C2 1.202
4 H 0.38248 2.05936 0.43280  N1 1.016
5 C -0.79491 -0.76433 0.50081  C2 1.479, H8 1.082, N13 1.414
6 H 1.66497 0.64126 -0.75926  N7 0.969
7 N 1.76447 0.66265 0.20455  N1 1.324, H6 0.969, H12 0.981
8 H -1.64693 -0.68031 1.16162  C5 1.082
9 O -2.20405 0.87417 -0.57495  C2 1.388, H14 0.950
10 H 0.24589 -2.37541 1.10338  N13 1.013
11 H 0.93287 -1.75769 -0.34767  N13 1.037
12 H 2.33485 0.02698 0.68723  N7 0.981
13 N 0.09533 -1.83560 0.25935  C5 1.414, H10 1.013, H11 1.037
14 H -2.41484 1.34681 -1.37213  O9 0.950

=====

b:
The following is a quantum chemistry calculation of a cluster of 3 separate species, C2H7N3O2 in total, from OMol25.

Properties
Total charge: 0
Molar mass (Da): 105.10
Structure (SMILES): NN=O.C#N.CO
HOMO energy (hartree): -0.3393
Kohn-Sham gap (eV): 8.701

Last columns: bonded neighbours and bond lengths (Å).
Geometry (Å):
1 N -1.03778 -0.31910 2.65842  N7 1.331, H12 1.024, H13 1.010
2 H 1.45785 0.82314 -2.09516  C14 1.094
3 N 1.34010 -1.12393 -0.40831  C9 1.192
4 O -0.47742 0.44714 -1.45952  H5 0.982, C14 1.413
5 H -0.33520 0.89815 -0.59913  O4 0.982
6 H 0.43496 -2.44358 1.03417  C9 1.067
7 N -0.03795 -0.02992 1.82939  N1 1.331, O10 1.240
8 H 0.24177 2.04118 -2.58746  C14 1.099
9 C 0.80983 -1.56190 0.56478  N3 1.192, H6 1.067
10 O -0.17682 1.02938 1.20047  N7 1.240
11 H 0.26699 0.40431 -3.33662  C14 1.093
12 H -1.96823 0.01028 2.38430  N1 1.024
13 H -0.94017 -1.14638 3.22994  N1 1.010
14 C 0.42206 0.97121 -2.41527  H2 1.094, O4 1.413, H8 1.099, H11 1.093

=====

Pick a: it beats the second-best structure by 148.3 kJ/mol.

=====

a:
The following is a quantum chemistry calculation of a cluster of 3 separate species, C4H14NO in total, from OMol25.

Properties
Total charge: +1
Molar mass (Da): 92.16
HOMO energy (hartree): -0.5114
Kohn-Sham gap (eV): 3.817

Last columns: bonded neighbours and bond lengths (Å).
Geometry (Å):
1 N 1.76280 3.01896 -1.90245  H8 1.004, H15 1.032, H18 1.018
2 H -0.00070 -1.27825 -1.20805  C4 1.149
3 H -0.57911 -2.87061 -0.63955  C4 1.083
4 C -0.93520 -1.91462 -1.00381  H2 1.149, H3 1.083, H11 1.060, C13 1.574
5 C -0.42697 -1.01426 1.42545  C10 1.522, C13 1.581, H19 1.081, H20 1.113
6 H -0.26356 1.03863 1.54625  C10 1.113
7 H 0.86257 0.12925 -1.59357  O16 0.967
8 H 2.67335 2.99316 -2.32561  N1 1.004
9 H -1.26321 0.47189 2.89172  C10 1.082
10 C -0.39047 0.23006 2.30026  C5 1.522, H6 1.113, H9 1.082, H14 1.046
11 H -1.67806 -2.12176 -1.73079  C4 1.060
12 H -2.41658 -1.74878 0.64398  C13 1.142
13 C -1.49540 -1.18448 0.27300  C4 1.574, C5 1.581, H12 1.142, H17 1.128
14 H 0.43796 0.23157 2.93876  C10 1.046
15 H 1.53635 2.27194 -1.22747  N1 1.032
16 O 0.95662 0.27853 -0.64275  H7 0.967
17 H -1.78355 -0.11992 0.03759  C13 1.128
18 H 1.60279 3.84480 -1.32930  N1 1.018
19 H -0.07086 -1.98062 1.75476  C5 1.081
20 H 0.43833 -0.92254 0.73104  C5 1.113

=====

b:
The following is a quantum chemistry calculation of a cluster of 2 separate species, C4H14NO in total, from OMol25.

Properties
Total charge: +1
Molar mass (Da): 92.16
HOMO energy (hartree): -0.5864
Kohn-Sham gap (eV): 13.006

Last columns: bonded neighbours and bond lengths (Å).
Geometry (Å):
1 H 0.95319 -3.17514 0.66384  O8 0.992
2 H 2.20218 0.44561 -0.65075  C3 1.097
3 C 1.82915 1.39318 -1.05816  H2 1.097, C7 1.582, H11 1.069, H13 1.065
4 H -1.94759 1.20889 0.29204  C15 1.149
5 H -2.43843 -1.14850 -0.65769  C14 1.068
6 H -0.04280 -0.23690 -0.93607  N10 1.089
7 C 0.38891 1.61652 -0.44340  C3 1.582, H9 1.093, N10 1.564, H17 1.053
8 O 1.32838 -2.25718 0.70148  H1 0.992, H12 0.979
9 H 0.43778 2.28523 0.41958  C7 1.093
10 N -0.06607 0.20694 0.05774  H6 1.089, C7 1.564, C15 1.440, H16 1.035
11 H 2.52798 2.14556 -0.76042  C3 1.069
12 H 2.27889 -2.36507 0.49232  O8 0.979
13 H 1.80247 1.43462 -2.12189  C3 1.065
14 C -2.17740 -0.88916 0.34517  H5 1.068, C15 1.452, H19 1.151, H20 1.085
15 C -1.37459 0.28049 0.65393  H4 1.149, N10 1.440, C14 1.452, H18 1.139
16 H 0.57724 -0.42399 0.56721  N10 1.035
17 H -0.46560 1.94046 -0.96633  C7 1.053
18 H -1.15829 0.40858 1.76464  C15 1.139
19 H -1.62224 -1.85440 0.63595  C14 1.151
20 H -3.03318 -1.01573 1.00081  C14 1.085

=====

Pick b: it beats the second-best structure by 745.5 kJ/mol.

=====

a:
The following is a quantum chemistry calculation of the ion C6H9ClN3O2 with charge +1, from OMol25.

Properties
Total charge: +1
Molar mass (Da): 190.61
Structure (SMILES): COC(=O)[C@@]1([NH3+])C=NC=C(Cl)N1
HOMO energy (alpha / beta) (hartree): -0.4430 / -0.4430
Kohn-Sham gap (alpha / beta) (eV): 8.225 / 8.224

Last columns: bonded neighbours and bond lengths (Å).
Geometry (Å):
1 Cl -3.74087 -1.06509 0.49953  C4 1.646
2 O 1.29197 -1.27712 -0.63232  C8 1.395, C12 1.302
3 C -0.25430 1.29670 -0.97839  C15 1.507, N17 1.297, H21 1.075
4 C -2.53253 -0.10199 -0.06659  Cl1 1.646, C5 1.440, N13 1.358
5 C -2.57616 0.98609 -1.00863  C4 1.440, H9 1.085, N17 1.269
6 H -1.22953 -1.31770 0.79596  N13 1.025
7 H 2.37278 -2.59831 -1.81002  C8 1.176
8 C 2.48756 -1.97035 -0.82190  O2 1.395, H7 1.176, H19 1.076, H20 1.029
9 H -3.50987 1.51656 -1.16387  C5 1.085
10 O 2.10761 0.12733 0.96002  C12 1.240
11 H 0.01687 0.56987 2.37852  N14 1.071
12 C 1.20800 -0.29520 0.21794  O2 1.302, O10 1.240, C15 1.489
13 N -1.28615 -0.37375 0.40009  C4 1.358, H6 1.025, C15 1.443
14 N 0.12741 1.24939 1.55752  H11 1.071, C15 1.570, H16 1.166, H18 1.034
15 C -0.09517 0.42439 0.24041  C3 1.507, C12 1.489, N13 1.443, N14 1.570
16 H 1.26616 1.49546 1.49932  N14 1.166
17 N -1.46982 1.47368 -1.39335  C3 1.297, C5 1.269
18 H -0.65080 1.90945 1.72369  N14 1.034
19 H 2.67576 -2.59841 0.03097  C8 1.076
20 H 3.30399 -1.36378 -0.97498  C8 1.029
21 H 0.48710 1.91278 -1.45390  C3 1.075

=====

b:
The following is a quantum chemistry calculation of the ion C6H9ClN3O2 with charge +1, from OMol25.

Properties
Total charge: +1
Molar mass (Da): 190.61
HOMO energy (hartree): -0.4737
Kohn-Sham gap (eV): 7.933

Last columns: bonded neighbours and bond lengths (Å).
Geometry (Å):
1 H -3.14632 -0.85090 -1.75242  N6 0.992
2 C 1.97105 0.73917 0.43870  H3 1.101, C8 1.551, H13 1.095, H21 1.085
3 H 2.97892 0.50513 0.81435  C2 1.101
4 O -0.36924 1.72797 2.45755  N5 1.237
5 N -0.77203 1.23981 1.39517  O4 1.237, O7 1.373, C12 1.300
6 N -2.71516 -0.45294 -0.95249  H1 0.992, H10 1.090, C17 1.250
7 O -2.00662 1.64434 0.95106  N5 1.373, H14 1.003
8 C 0.97911 -0.43185 0.66293  C2 1.551, C9 1.570, C12 1.493, H16 1.039
9 C 1.20241 -1.56070 -0.40553  C8 1.570, H11 1.085, C15 1.488, H20 1.065
10 H -3.27150 -0.39812 -0.01714  N6 1.090
11 H 0.67219 -2.41777 -0.00258  C9 1.085
12 C -0.38092 0.17548 0.75847  N5 1.300, C8 1.493
13 H 1.53560 1.47975 1.11764  C2 1.095
14 H -2.26312 2.57253 1.23194  O7 1.003
15 C 0.69783 -0.85807 -1.61565  C9 1.488, Cl18 1.638, N19 1.273
16 H 1.17851 -0.87473 1.58121  C8 1.039
17 C -1.46894 -0.36197 -0.94361  N6 1.250, N19 1.255
18 Cl 1.79161 -0.46339 -2.76907  C15 1.638
19 N -0.51651 -0.49939 -1.74914  C15 1.273, C17 1.255
20 H 2.15627 -1.97854 -0.62940  C9 1.065
21 H 1.74686 1.06422 -0.57200  C2 1.085

=====

Pick a: it beats the second-best structure by 437.6 kJ/mol.

=====

a:
The following is a quantum chemistry calculation of a cluster of 2 separate species, C3H4N2OS in total, from OMol25.

Properties
Total charge: 0
Molar mass (Da): 116.14
Structure (SMILES): N#[N+][S-].CC#CO
HOMO energy (hartree): -0.3297
Kohn-Sham gap (eV): 9.433

Last columns: bonded neighbours and bond lengths (Å).
Geometry (Å):
1 H -0.72047 -1.91890 0.28776  C4 1.091
2 C -0.41721 1.23278 0.25582  C10 1.199, O11 1.311
3 N 1.83603 0.74042 -0.83143  N5 1.127
4 C -1.49961 -1.17716 0.10650  H1 1.091, H6 1.089, H9 1.090, C10 1.450
5 N 2.32566 -0.15564 -0.35342  N3 1.127, S8 1.504
6 H -2.28801 -1.31099 0.84602  C4 1.089
7 H 0.62142 2.66301 -0.33733  O11 0.967
8 S 2.97370 -1.34550 0.29877  N5 1.504
9 H -1.91919 -1.34160 -0.88570  C4 1.090
10 C -0.95677 0.16334 0.20461  C2 1.199, C4 1.450
11 O 0.04444 2.45024 0.40839  C2 1.311, H7 0.967

=====

b:
The following is a quantum chemistry calculation of a cluster of 2 separate species, C3H4N2OS in total, from OMol25.

Properties
Total charge: 0
Molar mass (Da): 116.14
HOMO energy (hartree): -0.3257
Kohn-Sham gap (eV): 8.691

Last columns: bonded neighbours and bond lengths (Å).
Geometry (Å):
1 H 2.08252 -2.41661 0.55737  C5 1.000
2 N 0.35830 2.64510 -0.17899  N8 1.296, H11 1.015
3 S -2.58160 -0.07421 0.21107  C4 1.686, O6 1.698
4 C -1.08344 0.67528 0.01782  S3 1.686, N8 1.215
5 C 2.12170 -1.48099 0.20789  H1 1.000, C7 1.232
6 O -2.23649 -1.73553 0.13987  S3 1.698, H10 0.951
7 C 2.04881 -0.50094 -0.53432  C5 1.232, H9 1.026
8 N -0.43099 1.68575 0.19094  N2 1.296, C4 1.215
9 H 2.17354 0.26001 -1.21124  C7 1.026
10 H -3.06013 -2.14565 -0.10041  O6 0.951
11 H 0.60778 3.08778 0.70000  N2 1.015

=====

Pick a: it beats the second-best structure by 283.2 kJ/mol.

=====

a:
The following is a quantum chemistry calculation of the molecule C3H4N2OS, from OMol25.

Properties
Total charge: 0
Molar mass (Da): 116.14
HOMO energy (alpha / beta) (hartree): -0.2512 / -0.2782
Kohn-Sham gap (alpha / beta) (eV): 6.978 / 7.769

Last columns: bonded neighbours and bond lengths (Å).
Geometry (Å):
1 H 1.14962 -2.54229 0.54725  N8 1.097
2 C -1.33421 1.08346 -0.13703  H3 1.062, C5 1.305, C7 1.442
3 H -2.14530 1.75945 -0.24845  C2 1.062
4 S 1.42584 0.71956 0.16295  C7 1.695, N10 1.653
5 C -1.71150 -0.16563 -0.12667  C2 1.305, O11 1.153
6 H 2.50522 -1.45797 0.25160  N8 0.996
7 C -0.01247 1.61279 0.08976  C2 1.442, S4 1.695, H9 1.089
8 N 1.64295 -1.80852 -0.10180  H1 1.097, H6 0.996, N10 1.373
9 H 0.08679 2.67946 -0.10741  C7 1.089
10 N 0.75189 -0.76411 -0.11442  S4 1.653, N8 1.373
11 O -2.35883 -1.11618 -0.21577  C5 1.153

=====

b:
The following is a quantum chemistry calculation of a cluster of 2 separate species, C3H4N2OS in total, from OMol25.

Properties
Total charge: 0
Molar mass (Da): 116.14
HOMO energy (alpha / beta) (hartree): -0.3187 / -0.2819
Kohn-Sham gap (alpha / beta) (eV): 8.174 / 5.555

Last columns: bonded neighbours and bond lengths (Å).
Geometry (Å):
1 H 2.30453 1.21390 0.78790  C7 1.058
2 O -1.49704 -0.50783 -0.39927  C8 1.152
3 H 1.96745 -2.33303 -0.47381  N9 1.084
4 C 0.34654 1.07172 -0.09922  C7 1.420, C8 1.314, H10 1.116
5 N 1.90718 -0.62060 0.20504  C7 1.237, N9 1.211
6 S -3.96094 0.60415 0.29540  H11 1.371
7 C 1.57945 0.55849 0.38398  H1 1.058, C4 1.420, N5 1.237
8 C -0.54806 0.14352 -0.35396  O2 1.152, C4 1.314
9 N 1.31702 -1.67125 0.08621  H3 1.084, N5 1.211
10 H 0.21713 2.17208 -0.23004  C4 1.116
11 H -3.63327 -0.63116 -0.20223  S6 1.371

=====

c:
The following is a quantum chemistry calculation of the molecule C3H4N2OS, from OMol25.

Properties
Total charge: 0
Molar mass (Da): 116.14
Structure (SMILES): O=c1[nH]cc(S)[nH]1
HOMO energy (hartree): -0.2817
Kohn-Sham gap (eV): 8.148

Last columns: bonded neighbours and bond lengths (Å).
Geometry (Å):
1 H 1.75225 2.17426 0.56475  S4 1.408
2 O -1.59784 -1.79715 -1.23810  C10 1.193
3 H 1.52567 -0.12873 1.49953  C6 1.079
4 S 0.78305 2.37836 -0.43592  H1 1.408, C11 1.726
5 N -0.77457 0.23426 -0.80140  H9 1.179, C10 1.373, C11 1.342
6 C 0.63379 -0.13862 0.89243  H3 1.079, N7 1.375, C11 1.409
7 N -0.23214 -1.16880 0.60883  C6 1.375, H8 1.114, C10 1.341
8 H 0.20189 -2.16382 0.86014  N7 1.114
9 H -1.56348 0.93017 -1.33369  N5 1.179
10 C -0.96748 -1.09330 -0.50962  O2 1.193, N5 1.373, N7 1.341
11 C 0.23885 0.77338 -0.10695  S4 1.726, N5 1.342, C6 1.409

=====

d:
The following is a quantum chemistry calculation of the molecule C3H4N2OS, from OMol25.

Properties
Total charge: 0
Molar mass (Da): 116.14
Structure (SMILES): Cn1ncoc1=S
HOMO energy (hartree): -0.2993
Kohn-Sham gap (eV): 8.834

Last columns: bonded neighbours and bond lengths (Å).
Geometry (Å):
1 N 0.14459 -0.13093 0.00071  C6 1.401, N7 1.366, C11 1.337
2 H 1.66255 -1.00535 -0.62117  C6 1.055
3 H 0.30587 -2.26349 -0.41533  C6 1.146
4 H 1.26794 -1.57361 1.07842  C6 1.202
5 H 0.13809 3.01921 -0.02525  C8 1.095
6 C 0.85723 -1.33732 -0.02675  N1 1.401, H2 1.055, H3 1.146, H4 1.202
7 N 0.78270 1.07469 0.07859  N1 1.366, C8 1.287
8 C -0.14644 1.96320 0.02157  H5 1.095, N7 1.287, O9 1.382
9 O -1.40899 1.40054 0.00693  C8 1.382, C11 1.293
10 S -2.43806 -1.27882 -0.04283  C11 1.900
11 C -1.16547 0.13189 -0.05488  N1 1.337, O9 1.293, S10 1.900

=====

Pick c: it beats the second-best structure by 81.2 kJ/mol.

=====

a:
The following is a quantum chemistry calculation of the molecule C3H4N2OS, from OMol25.

Properties
Total charge: 0
Molar mass (Da): 116.14
HOMO energy (hartree): -0.3053
Kohn-Sham gap (eV): 8.689

Last columns: bonded neighbours and bond lengths (Å).
Geometry (Å):
1 H 2.05166 -0.68478 1.28213  N10 1.110
2 H -0.09901 1.57114 -1.20623  C6 1.065
3 S 1.49752 -0.25736 -0.89659  C6 1.832, N10 1.730
4 C 0.54466 0.87119 1.34025  H7 1.009, N10 1.303
5 O -2.54350 -1.85609 0.12610  C11 1.152
6 C -0.14633 0.50817 -1.15750  H2 1.065, S3 1.832, N8 1.412, H9 1.154
7 H 0.51797 0.66400 2.32694  C4 1.009
8 N -1.05600 -0.09294 -0.26064  C6 1.412, C11 1.191
9 H -0.43420 0.19477 -2.23037  C6 1.154
10 N 1.44889 0.10832 0.79328  H1 1.110, S3 1.730, C4 1.303
11 C -1.78167 -1.02642 -0.11737  O5 1.152, N8 1.191

=====

b:
The following is a quantum chemistry calculation of a cluster of 2 separate species, C3H4N2OS in total, from OMol25.

Properties
Total charge: 0
Molar mass (Da): 116.14
Structure (SMILES): N#[N+][S-].CC=C=O
HOMO energy (hartree): -0.3250
Kohn-Sham gap (eV): 9.210

Last columns: bonded neighbours and bond lengths (Å).
Geometry (Å):
1 C -0.78492 -0.26696 -0.83969  C8 1.338, H9 1.089, C11 1.506
2 S 2.52786 1.81432 -0.41942  N6 1.530
3 N 1.89464 0.23942 1.63003  N6 1.132
4 H -0.82793 -0.64631 1.36798  C11 1.145
5 H -0.21555 1.04688 0.73024  C11 1.154
6 N 2.15651 0.92085 0.76538  S2 1.530, N3 1.132
7 H -2.01650 0.52062 0.72224  C11 1.115
8 C -0.74937 -1.54773 -1.22629  C1 1.338, O10 1.199
9 H -0.45985 0.38538 -1.64933  C1 1.089
10 O -0.56139 -2.64662 -1.66818  C8 1.199
11 C -0.96351 0.18015 0.58705  C1 1.506, H4 1.145, H5 1.154, H7 1.115

=====

Pick b: it beats the second-best structure by 145.0 kJ/mol.